DFT (ωB97M-V with the def2-TZVPD basis set) results for a molecular structure, C30H28F5N4O2PdSe.

Computed properties:
orbital gap (alpha / beta)	6.367 / 6.064	eV
multiplicity	3
largest force on an atom	0.9	eV/A
LUMO (alpha / beta)	-3.30 / -3.57	eV
total charge	+1

CARTESIAN COORDINATES (ANGSTROEM)
Pd -0.176 -0.275 -0.213
Se -0.104 -1.581 -2.417
F 1.194 1.834 -7.249
F 1.527 -2.209 -4.907
F -0.348 2.865 -5.234
F 2.108 -0.722 -7.053
F -0.980 1.368 -3.130
O -1.592 1.321 -0.143
O 2.011 0.177 -0.276
N -1.325 4.135 -1.456
N 2.750 2.480 -2.069
N 0.242 -0.276 2.017
N -1.921 -1.396 0.338
C 1.063 3.759 -0.809
C 1.046 -0.970 -4.965
C 2.426 0.811 1.988
C -2.415 3.540 -1.887
C -3.070 -1.171 -0.151
C -1.612 -2.602 1.083
C 1.321 2.616 -1.794
C -3.442 0.033 -0.887
C 1.290 0.138 2.608
C 4.478 2.118 2.386
C 0.267 -0.475 -3.916
C 3.606 1.859 0.125
C -4.616 0.004 -1.608
C -2.648 1.232 -0.848
C -4.319 2.213 -2.381
C -3.115 2.343 -1.635
C 5.475 2.649 3.377
C 1.356 -0.213 -6.081
C 0.896 1.091 -6.186
C -0.385 3.894 -0.354
C -0.852 -0.811 2.816
C 2.597 0.922 0.554
C 4.577 2.339 1.040
C -6.363 0.963 -3.159
C -0.187 0.821 -4.073
C -1.176 -2.278 2.529
C 0.119 1.606 -5.168
C 3.358 1.382 2.828
C 3.718 2.278 -1.209
C -5.085 1.082 -2.376
H 1.360 0.048 3.698
H 0.874 1.689 -1.447
H 4.705 2.528 -1.589
H -0.322 -2.900 2.799
H 1.425 4.699 -1.236
H 3.231 1.245 3.899
H -0.801 -3.094 0.545
H 3.033 2.699 -3.012
H -2.467 -3.284 1.084
H 5.020 3.376 4.051
H -0.458 4.763 0.304
H -7.213 0.778 -2.500
H -3.862 -1.915 -0.024
H 0.849 2.831 -2.751
H -1.154 5.013 -1.926
H -5.202 -0.911 -1.592
H -6.314 0.141 -3.874
H -4.635 3.059 -2.984
H -0.636 -0.702 3.884
H 1.640 3.596 0.103
H -0.720 3.018 0.182
H -1.728 -0.198 2.593
H 5.395 2.939 0.651
H 6.309 3.137 2.874
H 5.883 1.843 3.989
H -2.890 4.138 -2.660
H -6.568 1.876 -3.715
H -1.980 -2.552 3.214

Atoms 1-6, force components in eV/Å:
0.5 -0.7 0.1
-0.3 0.2 0.1
0.0 0.0 0.0
0.0 0.0 0.0
0.0 0.0 0.0
0.0 0.0 0.0

DFT (ωB97M-V with the def2-TZVPD basis set) results for a gas-phase ion, C3H10BClPS (charge -1) in a non-equilibrium geometry.

Computed properties:
orbital gap	7.538	eV
multiplicity	1
largest force on an atom	1.1	eV/A
LUMO	3.51	eV
total charge	-1

CARTESIAN COORDINATES (ANGSTROEM)
Cl -2.559 -0.954 0.803
S -1.152 3.036 -1.426
P 0.483 2.217 -0.709
C -0.038 -1.630 1.657
C -0.299 -0.684 -0.760
C -0.739 -0.602 0.726
B 0.834 0.403 -1.230
H 0.434 -1.107 2.496
H 0.715 -2.227 1.140
H 0.412 2.344 0.722
H 0.135 -1.688 -0.899
H -0.796 -2.295 2.077
H 1.951 0.043 -0.916
H 0.836 0.411 -2.442
H 1.624 3.016 -1.043
H -0.634 0.383 1.175
H -1.206 -0.667 -1.371

Atoms 1-6, force components in eV/Å:
0.2 0.2 0.2
-0.6 0.4 -0.3
0.1 -0.1 0.1
-0.3 0.4 0.2
-0.1 0.0 0.8
0.2 -1.0 -0.4